Record 1
Molecular formula: CH2ClNO
Method: DFT, ωB97M-V/def2-TZVPD

The geometry in XYZ format:
```
6
Properties=species:S:1:pos:R:3:forces:R:3:mulliken_charge:R:1
C 0.335 -1.047 -0.125 0.4 3.6 5.3 0.49
N -0.181 1.255 -0.012 2.2 -1.2 -0.8 -0.59
O 0.702 -1.535 0.874 -0.1 -0.3 -0.8 -0.29
Cl 0.102 -1.435 -1.619 -0.6 -1.1 -3.9 -0.02
H -1.136 0.999 0.054 -1.2 0.1 0.7 0.22
H 0.178 1.762 0.828 -0.7 -1.1 -0.4 0.20
```
Positions in Å, forces in eV/Å.

Summary:
energy = -629.35774 a.u.
Kohn-Sham gap (spin up / spin down) = 8.26 / 9.39 eV
2S+1 = 1
E_HOMO (spin up / spin down) = -8.46 / -9.60 eV

Record 2
Molecular formula: C27H25MoN4SbSe5
Method: DFT, ωB97M-V/def2-TZVPD

The geometry in XYZ format:
```
63
Properties=species:S:1:pos:R:3:forces:R:3:mulliken_charge:R:1
Mo 0.439 0.445 0.168 -0.6 -0.1 -0.1 -2.83
N 0.481 -0.347 2.196 0.2 0.2 0.0 0.88
C 0.167 0.325 3.447 0.0 0.0 0.0 0.28
C 0.416 -0.463 4.571 0.0 0.0 0.0 -0.81
C 0.212 0.020 5.845 0.0 0.0 0.0 -0.82
C -0.233 1.326 5.990 0.0 0.0 0.0 -0.95
C -0.497 2.092 4.873 0.0 0.0 0.0 -1.68
C -0.348 1.617 3.557 0.0 0.0 0.0 1.46
C -0.676 2.527 2.414 0.0 0.0 0.0 0.05
C -1.388 3.705 2.701 0.0 0.0 0.0 -1.01
C -1.598 4.695 1.764 0.0 0.0 0.0 -1.08
C -1.073 4.537 0.490 0.0 0.0 0.0 -1.10
C -0.434 3.353 0.176 0.0 0.0 0.0 -0.61
C -0.274 2.303 1.091 -0.1 0.1 0.0 2.92
H 1.403 -0.756 2.318 0.0 0.0 0.0 0.49
H -0.147 -1.199 2.153 0.0 0.0 0.0 -0.48
H 0.761 -1.479 4.418 0.0 0.0 0.0 0.51
H 0.407 -0.605 6.705 0.0 0.0 0.0 0.44
H -0.372 1.754 6.974 0.0 0.0 0.0 0.42
H -0.807 3.111 5.039 0.0 0.0 0.0 0.39
H -1.809 3.857 3.683 0.0 0.0 0.0 0.44
H -2.152 5.584 2.032 0.0 0.0 0.0 0.41
H -1.176 5.316 -0.255 0.0 0.0 0.0 0.46
H -0.043 3.245 -0.829 0.0 0.0 0.0 0.31
Se -2.547 -2.378 -1.343 0.0 -0.2 -0.2 -0.47
Sb -1.141 -3.712 0.101 0.0 0.0 0.0 0.27
Se 0.966 -0.851 -2.017 0.0 0.0 -0.1 -0.12
Se 1.274 -2.062 -0.127 0.1 0.0 0.0 -0.13
Se -1.274 -3.039 2.489 -0.1 -0.1 0.0 -0.55
Se -1.984 1.639 -2.861 0.0 0.0 0.0 0.21
N -3.612 1.245 -2.262 0.0 -0.1 0.0 -0.82
C -3.486 0.687 -1.084 0.0 0.1 0.0 0.60
C -4.508 0.227 -0.186 0.0 0.0 0.0 -0.57
C -4.116 -0.200 1.036 0.0 0.0 0.0 -1.16
C -2.729 -0.250 1.416 -0.1 0.1 0.0 -0.22
N -1.772 0.096 0.606 0.1 0.0 0.1 0.93
C -2.146 0.588 -0.606 0.0 0.0 0.0 0.25
N -1.192 1.086 -1.347 0.0 0.0 0.1 -0.28
H -5.545 0.242 -0.490 0.0 0.0 0.0 0.48
H -4.837 -0.555 1.757 0.0 0.0 0.0 0.46
H -2.454 -0.615 2.395 0.0 0.0 0.0 0.54
C 3.484 1.289 2.402 0.0 0.0 0.0 -2.26
C 3.089 2.085 1.151 0.0 0.0 0.0 4.12
C 2.685 3.504 1.590 0.0 0.0 0.0 -1.64
C 1.958 1.346 0.506 0.2 0.2 0.0 0.38
C 4.215 2.175 0.116 0.0 0.0 0.0 -0.55
C 5.468 1.612 0.317 0.0 0.0 0.0 -0.38
C 6.458 1.724 -0.652 0.0 0.0 0.0 -0.88
C 6.207 2.394 -1.837 0.0 0.0 0.0 -0.41
C 4.954 2.953 -2.053 0.0 0.0 0.0 -1.02
C 3.971 2.843 -1.084 0.0 0.0 0.0 0.25
H 2.652 1.277 3.106 0.0 0.0 0.0 0.27
H 4.332 1.765 2.896 0.0 0.0 0.0 0.59
H 3.757 0.259 2.160 0.0 0.0 0.0 0.49
H 1.903 3.469 2.348 0.0 0.0 0.0 0.36
H 2.320 4.103 0.758 0.0 0.0 0.0 0.35
H 3.565 3.994 2.009 0.0 0.0 0.0 0.48
H 2.122 0.967 -0.569 0.1 -0.1 0.1 0.49
H 5.691 1.078 1.231 0.0 0.0 0.0 0.40
H 7.429 1.279 -0.476 0.0 0.0 0.0 0.39
H 6.978 2.477 -2.592 0.0 0.0 0.0 0.40
H 4.742 3.475 -2.977 0.0 0.0 0.0 0.39
H 2.996 3.283 -1.266 0.0 0.0 0.0 0.27
```
Positions in Å, forces in eV/Å.

Summary:
energy = -13578.48206 a.u.
Kohn-Sham gap = 4.92 eV
2S+1 = 1
E_HOMO = -6.66 eV

Record 3
Molecular formula: C20H23B2F4N6O6SV
Method: DFT, ωB97M-V/def2-TZVPD

The geometry in XYZ format:
```
63
Properties=species:S:1:pos:R:3:forces:R:3:mulliken_charge:R:1
V -0.313 1.100 -0.440 -0.2 0.3 0.0 -0.54
C 3.777 0.500 -1.939 0.0 0.0 0.0 -1.75
C 2.362 0.835 -1.680 0.0 0.0 0.0 0.72
N 1.801 0.960 -0.527 0.0 0.0 -0.1 0.74
O 2.527 0.635 0.566 0.0 0.0 0.0 -0.64
B 2.103 1.308 1.776 0.0 -0.2 0.1 0.85
F 2.309 0.577 2.867 0.0 0.1 0.0 -0.25
F 2.357 2.635 1.806 0.0 0.1 0.0 -0.30
O 0.336 1.300 1.617 0.3 -0.2 0.2 -0.52
N -0.112 2.354 0.968 0.0 0.1 0.0 0.65
C -0.333 3.578 1.232 0.0 -0.1 -0.1 0.22
C -0.078 4.262 2.523 0.0 -0.1 0.0 -1.45
C -0.993 4.168 0.015 0.0 0.0 0.1 0.45
N -1.003 3.347 -0.972 0.1 0.0 0.0 0.29
O -1.798 3.783 -2.009 0.0 -0.1 0.0 -0.54
B -1.334 3.667 -3.304 0.0 -0.1 0.0 0.68
F -0.051 3.480 -3.562 0.0 0.0 0.0 -0.19
F -2.217 3.792 -4.253 0.0 0.1 -0.1 -0.17
O -1.052 0.889 -2.302 -0.4 0.1 -0.1 -0.66
N 0.217 1.055 -2.219 0.4 -0.2 0.0 1.07
C 1.347 0.885 -2.780 -0.1 0.1 0.1 0.43
C 1.606 0.661 -4.218 0.0 0.0 0.0 -1.83
C -1.625 5.510 0.015 0.0 0.0 0.0 -1.36
H 4.375 0.590 -1.038 0.0 0.0 0.0 0.43
H 3.838 -0.527 -2.310 0.0 0.0 0.0 0.34
H 4.173 1.153 -2.718 0.0 0.0 0.0 0.45
H 0.929 4.031 2.865 0.0 0.0 0.0 0.32
H -0.192 5.338 2.433 0.0 0.0 0.0 0.46
H -0.782 3.895 3.274 0.0 0.0 0.0 0.32
H 0.671 0.599 -4.770 0.0 0.0 0.0 0.38
H 2.208 1.480 -4.616 0.0 0.0 0.0 0.38
H 2.166 -0.265 -4.350 0.0 0.0 0.0 0.43
H -1.657 5.939 1.011 0.0 0.0 0.0 0.45
H -1.058 6.180 -0.636 0.0 0.0 0.0 0.33
H -2.634 5.450 -0.390 0.0 0.0 0.0 0.34
C 1.572 -6.487 2.922 0.0 0.0 0.1 -1.45
C 1.126 -5.449 1.944 -0.1 0.1 -0.1 0.90
C 1.861 -4.272 1.759 -0.1 -0.1 0.0 -1.04
C 1.470 -3.327 0.832 0.0 0.1 0.0 -0.38
C 0.310 -3.555 0.096 0.1 0.1 -0.2 0.31
C -0.445 -4.714 0.254 -0.1 0.0 0.0 -0.53
C -0.029 -5.652 1.178 0.1 0.1 0.0 -0.79
S -0.194 -2.370 -1.065 0.3 0.4 0.6 1.30
O -1.437 -2.718 -1.666 0.0 -0.1 -0.1 -0.63
O 0.897 -1.834 -1.817 0.0 -0.2 0.0 -0.64
N -0.596 -0.960 -0.062 -0.4 0.0 -0.6 0.26
C -1.837 -0.819 0.409 0.0 -0.1 0.0 0.75
C -2.716 -1.812 0.891 -0.1 -0.1 0.0 -0.66
C -3.956 -1.413 1.359 0.1 0.0 0.0 -0.51
C -4.298 -0.071 1.319 -0.1 -0.1 0.0 -0.99
C -3.383 0.866 0.803 0.1 0.1 -0.2 0.19
N -2.200 0.508 0.369 0.1 0.0 0.3 0.43
H 2.382 -6.122 3.549 0.0 0.0 0.0 0.37
H 1.925 -7.373 2.390 0.0 0.0 0.0 0.34
H 0.746 -6.793 3.563 0.0 0.0 0.0 0.38
H 2.755 -4.105 2.344 0.0 0.0 0.0 0.38
H 2.055 -2.427 0.683 0.0 0.0 0.0 0.48
H -1.324 -4.885 -0.355 0.0 0.0 0.0 0.59
H -0.598 -6.564 1.302 0.0 0.0 0.0 0.45
H -2.395 -2.843 0.913 0.0 0.0 0.0 0.45
H -4.651 -2.142 1.752 0.0 0.0 0.0 0.50
H -5.258 0.277 1.671 0.0 0.0 0.0 0.44
H -3.653 1.912 0.727 0.0 0.0 0.0 0.58
```
Positions in Å, forces in eV/Å.

Summary:
<S²> = 2.07
energy = -3346.88449 a.u.
Kohn-Sham gap (spin up / spin down) = 7.60 / 5.21 eV
2S+1 = 3
E_HOMO (spin up / spin down) = -14.64 / -14.62 eV
total charge = +2

Record 4
Molecular formula: C7H11Br2P
Method: DFT, ωB97M-V/def2-TZVPD

The geometry in XYZ format:
```
21
Properties=species:S:1:pos:R:3:forces:R:3:mulliken_charge:R:1
C 1.002 1.412 -0.179 -1.5 2.0 0.7 -0.88
C 1.304 -0.980 -1.190 0.7 1.8 2.7 -0.86
C 0.046 0.815 0.939 -2.0 -0.4 -1.8 -0.62
C 0.321 -1.517 -0.081 1.5 1.6 0.8 -0.73
C -0.783 0.329 -1.378 2.3 -2.0 1.0 -0.80
C 0.824 0.487 -1.405 -0.8 0.9 0.1 -0.08
C -0.577 -0.291 0.058 -0.7 -0.3 0.8 0.48
P -3.294 0.109 2.955 -0.5 0.2 -1.2 -0.14
Br -2.385 -1.188 1.308 0.8 0.6 -0.9 -0.08
Br -1.846 -0.244 4.532 0.8 -0.2 0.9 -0.19
H 0.744 2.542 -0.340 0.1 -2.1 -0.3 0.27
H 1.980 1.489 0.205 1.4 -0.3 0.3 0.42
H 2.383 -1.148 -0.905 -1.1 0.4 -0.6 0.32
H 1.046 -1.410 -2.081 -0.1 -1.7 -2.3 0.43
H 0.524 0.444 1.829 0.2 -0.2 0.2 0.29
H -0.870 1.396 1.247 1.2 0.2 -0.2 0.35
H -0.168 -2.355 -0.493 -0.7 -1.2 0.1 0.43
H 0.889 -1.723 0.889 -1.1 0.0 -1.3 0.29
H -1.241 1.294 -1.445 -0.6 0.3 0.1 0.37
H -1.089 -0.419 -2.139 -0.2 0.6 0.5 0.31
H 1.188 0.958 -2.325 0.0 -0.2 0.1 0.43
```
Positions in Å, forces in eV/Å.

Summary:
energy = -5762.61232 a.u.
Kohn-Sham gap (spin up / spin down) = 6.26 / 6.26 eV
2S+1 = 1
E_HOMO (spin up / spin down) = -6.67 / -6.67 eV

Record 5
Molecular formula: C5H5N3O3
Method: DFT, ωB97M-V/def2-TZVPD

The geometry in XYZ format:
```
16
Properties=species:S:1:pos:R:3:forces:R:3:mulliken_charge:R:1
C 1.056 -0.338 2.008 1.4 -1.3 -0.3 -0.51
C 0.079 0.461 2.286 -3.0 1.5 1.0 -0.29
C -0.679 0.095 -0.020 -4.3 0.7 -1.7 -0.25
C 1.167 -1.008 0.722 0.7 -2.6 -0.5 0.39
C -0.854 0.882 1.204 1.2 -0.2 0.4 -0.49
N 0.943 -0.554 -1.623 0.4 -0.1 -1.4 -0.90
N 0.471 -0.372 -0.496 0.6 0.3 0.5 0.83
N -0.235 -0.085 -3.952 1.1 -1.0 3.6 0.69
O -1.296 -0.546 -3.867 -2.7 -1.1 -0.2 -0.38
O 0.287 0.596 -4.720 1.6 1.7 -2.0 -0.42
O 1.656 -2.105 0.593 -0.4 1.8 -0.1 -0.46
H 1.751 -0.806 2.672 0.3 0.2 0.7 0.40
H -0.277 0.878 3.238 1.1 -0.4 0.0 0.38
H -1.643 -0.013 -0.642 2.1 0.2 0.4 0.32
H -1.896 0.999 1.470 -0.2 -0.5 0.3 0.41
H -0.530 1.917 1.128 0.1 0.7 -0.8 0.28
```
Positions in Å, forces in eV/Å.

Summary:
energy = -583.15336 a.u.
Kohn-Sham gap (spin up / spin down) = 4.66 / 5.74 eV
2S+1 = 1
E_HOMO (spin up / spin down) = -7.28 / -7.81 eV

Record 6
Molecular formula: C27H40BN6Re
Method: DFT, ωB97M-V/def2-TZVPD

The geometry in XYZ format:
```
75
Properties=species:S:1:pos:R:3:forces:R:3:mulliken_charge:R:1
Re 0.054 0.295 -0.063 0.3 -0.2 1.0 0.21
C -3.050 1.628 1.276 0.0 -0.1 0.1 -1.47
C -1.825 1.597 2.118 -0.2 0.2 0.4 0.83
C -1.704 1.968 3.442 0.0 0.0 -0.2 -1.53
C -0.438 1.545 3.865 -0.1 0.1 -0.3 0.89
C 0.179 1.673 5.203 0.1 -0.1 0.2 -1.47
N 0.172 0.965 2.819 -0.1 0.0 0.6 0.39
N -0.651 1.020 1.733 0.9 -0.2 -1.4 0.37
B 1.213 -0.173 2.824 -0.1 0.1 -0.3 -0.50
N 0.465 -1.439 2.261 0.1 -0.2 0.3 0.68
N -0.101 -1.429 1.018 -0.3 0.9 -1.4 0.14
C -0.669 -2.648 0.780 0.0 -0.5 0.3 0.47
C -1.352 -2.948 -0.505 0.0 0.1 0.1 -0.82
C -0.466 -3.434 1.891 -0.1 0.1 -0.3 -1.70
C 0.251 -2.649 2.809 0.0 0.1 -0.1 1.11
C 0.711 -3.027 4.162 0.1 0.0 0.1 -1.39
N 2.327 0.161 1.808 0.4 -0.2 0.3 0.45
N 2.009 -0.026 0.492 -1.3 0.7 -0.3 0.50
C 3.140 -0.382 -0.175 0.5 0.0 0.1 0.73
C 3.179 -0.934 -1.554 0.0 -0.3 0.1 -1.63
C 4.194 -0.328 0.718 -0.2 0.1 -0.1 -1.40
C 3.652 -0.001 1.965 0.0 0.0 -0.3 0.78
C 4.358 0.126 3.258 -0.1 -0.1 0.2 -1.49
H -3.488 2.624 1.240 0.0 -0.1 0.1 0.47
H -3.801 0.979 1.730 0.0 -0.1 0.0 0.50
H -2.855 1.265 0.269 -0.1 0.0 0.4 0.02
H -2.454 2.458 4.042 0.0 0.0 0.0 0.62
H -0.252 2.514 5.740 0.0 0.0 0.0 0.45
H 1.258 1.803 5.132 0.0 0.0 0.0 0.32
H -0.007 0.776 5.800 0.0 0.0 0.0 0.30
H 1.646 -0.374 3.904 0.0 0.0 0.1 0.04
H -1.250 -2.108 -1.198 0.0 -0.2 0.1 -0.24
H -2.413 -3.147 -0.347 0.0 0.0 0.0 0.37
H -0.929 -3.840 -0.967 0.0 0.0 0.0 0.42
H -0.789 -4.453 2.029 0.0 0.0 0.1 0.57
H 0.420 -4.051 4.382 0.0 0.0 0.0 0.40
H 0.278 -2.371 4.919 0.0 0.0 0.0 0.31
H 1.796 -2.946 4.247 0.0 0.0 0.0 0.32
H 2.221 -0.858 -2.066 0.3 -0.1 0.2 0.09
H 3.435 -1.993 -1.483 -0.1 0.0 0.0 0.51
H 3.965 -0.469 -2.146 0.0 -0.1 0.1 0.45
H 5.228 -0.545 0.500 0.0 0.0 0.0 0.59
H 5.405 0.362 3.081 0.0 0.1 0.0 0.46
H 4.329 -0.820 3.807 0.0 0.0 0.0 0.30
H 3.910 0.887 3.893 0.0 0.0 0.0 0.32
C -3.252 1.753 -1.883 -0.2 0.0 -0.1 -1.51
C -1.783 1.498 -1.774 0.2 -0.2 0.2 0.07
C -1.255 0.355 -2.439 0.1 -0.1 0.2 0.95
C -2.200 -0.672 -2.976 -0.2 0.0 -0.2 -2.03
C 0.121 0.302 -2.790 0.0 -0.1 0.3 1.46
C 0.545 -0.728 -3.796 0.0 -0.1 -0.1 -2.55
C 1.001 1.306 -2.301 -0.2 0.0 0.4 1.26
C 2.389 1.505 -2.825 0.0 0.1 -0.2 -2.07
C 0.513 2.267 -1.364 0.0 0.2 -0.2 0.90
C 1.476 3.292 -0.828 0.1 0.0 0.0 -2.05
C -0.889 2.411 -1.148 0.2 -0.2 0.1 1.30
C -1.382 3.613 -0.395 -0.1 0.1 0.0 -2.49
H -3.861 0.906 -1.569 0.0 0.0 0.0 0.45
H -3.480 1.917 -2.942 0.0 0.0 0.0 0.40
H -3.586 2.634 -1.350 0.0 0.0 0.0 0.37
H -2.642 -0.316 -3.914 0.0 0.0 0.0 0.42
H -3.030 -0.857 -2.297 0.0 0.0 0.0 0.52
H -1.712 -1.617 -3.197 0.0 0.0 0.0 0.56
H 0.466 -1.744 -3.403 0.0 0.0 0.0 0.51
H 1.558 -0.587 -4.151 0.0 0.0 0.0 0.41
H -0.112 -0.681 -4.667 0.0 0.0 0.0 0.51
H 2.366 2.389 -3.471 0.0 0.1 0.1 0.50
H 2.757 0.682 -3.421 -0.1 0.2 0.0 0.37
H 3.109 1.708 -2.035 0.0 0.0 0.0 0.44
H 1.795 3.949 -1.642 0.0 0.0 0.0 0.44
H 2.379 2.827 -0.432 0.0 0.0 0.0 0.36
H 1.052 3.916 -0.051 0.0 0.0 0.0 0.47
H -1.258 4.500 -1.021 0.1 0.0 0.0 0.49
H -0.827 3.780 0.525 0.0 0.0 0.0 0.48
H -2.430 3.545 -0.133 0.1 0.1 -0.1 0.35
```
Positions in Å, forces in eV/Å.

Summary:
<S²> = 0.77
energy = -1483.59497 a.u.
Kohn-Sham gap (spin up / spin down) = 5.81 / 6.19 eV
2S+1 = 2
E_HOMO (spin up / spin down) = -17.89 / -17.85 eV
total charge = +3

Please write out number 1 again, unchanged.
Molecular formula: CH2ClNO
Method: DFT, ωB97M-V/def2-TZVPD

The geometry in XYZ format:
```
6
Properties=species:S:1:pos:R:3:forces:R:3:mulliken_charge:R:1
C 0.335 -1.047 -0.125 0.4 3.6 5.3 0.49
N -0.181 1.255 -0.012 2.2 -1.2 -0.8 -0.59
O 0.702 -1.535 0.874 -0.1 -0.3 -0.8 -0.29
Cl 0.102 -1.435 -1.619 -0.6 -1.1 -3.9 -0.02
H -1.136 0.999 0.054 -1.2 0.1 0.7 0.22
H 0.178 1.762 0.828 -0.7 -1.1 -0.4 0.20
```
Positions in Å, forces in eV/Å.

Summary:
energy = -629.35774 a.u.
Kohn-Sham gap (spin up / spin down) = 8.26 / 9.39 eV
2S+1 = 1
E_HOMO (spin up / spin down) = -8.46 / -9.60 eV

Question: Look up the energy of the first one.
Answer: -629.35774 a.u.

Question: Which value of energy does entry 4 give?
Answer: -5762.61232 a.u.